13 unconnected molecules or ions with the total composition C22H43Cl24N3O3, computed with ωB97M-V with the def2-TZVPD basis set.

Geometry as XYZ:
```
95
Properties=species:S:1:pos:R:3:forces:R:3
Cl -7.4085 -2.1246 3.1253 -0.3 0.0 -0.1
Cl -2.0122 5.8299 -1.7192 0.0 0.1 -0.1
Cl 0.8590 -3.5128 4.8858 0.0 0.0 0.0
Cl 0.4270 4.9315 -3.0803 -0.1 -0.1 -0.1
Cl 2.7838 -3.2790 -1.2461 0.1 -0.2 0.1
Cl 8.6008 -1.1460 -4.5343 0.1 -0.1 -0.1
Cl -4.7084 0.3411 4.2808 -0.1 0.0 0.0
Cl 7.9483 -8.4613 0.3518 0.0 0.0 0.0
Cl 2.7552 7.5824 -1.7826 0.0 0.0 0.0
Cl 9.4811 -6.7363 -1.4536 0.1 0.0 0.2
Cl 6.3417 0.3940 -3.5130 0.1 0.3 -0.2
Cl -7.8926 -3.2594 10.6382 0.0 0.0 0.0
Cl 11.9590 1.1478 -2.6281 0.0 0.0 0.0
Cl 9.7123 2.7279 -1.6094 0.0 0.0 0.0
Cl -1.9932 2.6066 3.3502 -0.1 0.2 0.2
Cl -2.7002 -1.1661 2.7642 0.0 0.0 -0.1
Cl 6.9724 -4.3407 -3.1420 0.0 0.0 0.1
Cl -8.9228 -1.8498 8.2857 0.0 0.1 0.0
Cl 1.7658 5.4517 -0.0262 0.1 0.0 0.2
Cl 0.7146 1.5319 3.5572 0.1 0.0 0.0
Cl -8.1058 -3.8435 5.3916 0.0 -0.1 0.0
Cl 8.0562 -5.0206 -5.7763 0.0 0.0 0.0
Cl 4.8404 -1.2011 -1.2750 -0.1 -0.2 0.1
Cl 2.2727 -1.6578 3.1094 0.0 0.1 0.0
O -6.0362 -1.1610 0.1862 -0.1 -0.5 0.4
O -6.3327 2.8238 -3.8507 0.1 -0.4 0.7
O -5.2059 2.0487 -2.0698 0.0 0.1 0.1
N 0.9311 -0.4366 -0.2690 0.1 0.2 0.1
N 1.4448 -0.5180 -2.5608 0.2 0.6 -0.4
N 0.5797 1.4654 -1.6109 0.1 -0.1 0.6
C -1.3574 1.6038 -0.0466 -0.1 0.5 0.3
C 8.3673 -6.8022 -0.0788 -0.1 0.1 0.0
C 0.0160 2.1279 -0.4238 -0.1 0.2 -0.3
C -4.4287 -0.9241 3.0706 0.3 0.1 0.0
C -8.1431 -2.2043 4.7306 0.0 0.1 0.1
C 1.1832 -1.8201 4.4937 -0.1 0.0 0.0
C 0.9882 0.1415 -1.3994 0.2 -0.4 0.0
C -0.3753 2.8466 4.0156 0.0 0.0 0.0
C 1.7899 7.1877 -0.3554 -0.1 0.0 0.0
C 4.0451 -2.4607 -0.3174 0.0 0.0 0.1
C -6.6913 0.0681 -0.3348 0.1 -1.8 1.7
C -4.2059 1.0218 -2.1973 0.7 -0.8 -0.1
C -2.8375 1.6770 -2.1469 -0.2 1.0 -0.2
C -1.2884 5.3099 -3.2504 0.0 0.1 -0.1
C -8.5534 -3.4207 9.0080 0.0 -0.1 0.0
C 8.3141 -5.0796 -4.0263 0.0 0.1 -0.2
C -4.3029 -0.1025 -1.1695 -1.2 -0.6 -0.6
C 10.3702 1.8362 -2.9866 -0.1 0.0 0.0
C -2.5078 2.2994 -0.7794 0.0 -0.8 0.1
C -5.6844 -0.7192 -1.0713 0.0 1.7 -0.5
C 7.0020 -0.4881 -4.8933 -0.1 -0.1 0.0
C -6.1836 1.9882 -3.0008 -0.3 0.8 -0.8
H -7.8229 -3.9199 8.3834 0.0 0.1 0.0
H 0.2469 -1.3332 4.2491 0.0 0.0 -0.1
H -1.4921 1.8216 1.0117 0.1 -0.2 0.0
H -4.9078 -0.6341 2.1431 0.0 0.0 0.0
H -1.8174 4.4335 -3.6037 0.0 -0.1 0.1
H -1.3813 6.1217 -3.9612 0.0 0.0 0.0
H -3.3821 2.1929 -0.1367 -0.2 0.2 0.0
H 9.6920 1.0287 -3.2317 0.0 0.0 0.1
H 8.3964 -6.1110 -3.7244 -0.1 -0.1 0.0
H 7.0825 0.1883 -5.7353 0.1 0.1 0.0
H -6.8799 1.1421 -2.9185 0.2 -0.2 0.1
H -9.4684 -3.9978 9.0600 0.0 0.0 0.0
H 10.4686 2.5160 -3.8243 0.1 0.1 0.0
H 6.3394 -1.3128 -5.1296 0.0 0.0 0.1
H -2.0798 0.9802 -2.4950 0.1 -0.2 0.2
H -2.8612 2.4805 -2.8845 0.0 0.0 -0.2
H -2.3313 3.3703 -0.8607 0.1 -0.1 0.0
H 2.4331 -0.7291 -2.4984 0.0 -0.4 0.1
H -9.1756 -1.8857 4.6569 0.0 -0.1 0.0
H 9.2216 -4.5370 -3.7904 0.0 0.1 0.0
H -0.4490 2.8831 5.0956 0.0 -0.1 0.0
H 1.3973 1.9880 -1.9053 -0.2 0.1 -0.5
H 1.6461 -1.3477 5.3512 0.1 0.0 0.0
H 0.7106 2.1059 0.4164 0.0 -0.3 0.1
H -7.7354 -0.2050 -0.3459 -0.3 0.7 -0.6
H 1.3081 0.0470 -3.3899 -0.1 0.1 0.0
H 2.2203 7.6942 0.4996 0.1 0.0 0.0
H -7.5912 -1.5516 5.3969 0.1 0.0 0.0
H -6.3794 0.8605 0.3279 -0.1 0.6 -0.5
H 3.5904 -2.0006 0.5520 -0.1 0.1 0.0
H -0.1129 3.1750 -0.6893 0.1 0.2 -0.1
H -4.2958 0.5627 -3.1853 -0.2 0.0 -0.1
H 1.2412 -1.3966 -0.3996 -0.2 -0.1 0.1
H 0.0276 3.7756 3.6299 0.0 0.0 -0.1
H 7.4616 -6.2726 -0.3502 0.0 0.0 -0.1
H -4.8423 -1.8478 3.4382 0.0 -0.1 0.1
H -4.0609 0.2027 -0.1573 0.4 0.1 0.0
H -1.4174 0.5261 -0.1579 0.0 -0.2 0.0
H 0.7709 7.5172 -0.5229 0.0 -0.1 -0.1
H 4.7869 -3.1905 -0.0170 0.0 0.0 -0.1
H -6.0355 -1.2839 -1.9259 0.0 -0.3 -0.1
H -3.6901 -0.9270 -1.5329 0.7 0.2 0.3
H 8.8458 -6.3316 0.7711 0.1 0.0 0.0
```
Forces are in eV/Å.

Results
HOMO-LUMO gap = 9.4 eV
Total charge = 0
Energy = -334661.105 eV
E_LUMO = 0.284 eV

Here are the Mulliken charges for atoms 1 to 2, given in e:
1 Cl -0.077
2 Cl -0.161

=====

3 unconnected molecules or ions with the total composition C22H43Cl2N3O8, computed with ωB97M-V with the def2-TZVPD basis set.

Geometry as XYZ:
```
78
Properties=species:S:1:pos:R:3:forces:R:3
Cl -1.5551 -3.5577 2.4159 -1.4 1.6 -0.4
Cl -4.0312 -5.2075 2.8999 -0.9 1.7 -0.5
O 3.3787 1.3213 -7.2793 -0.4 -0.4 0.2
O 4.5306 0.5770 3.6115 0.0 -0.6 0.0
O -0.3578 -2.5990 -1.6285 -4.2 -0.4 -2.4
O 0.3431 2.2128 4.0620 0.3 0.1 -0.4
O 3.2345 0.5881 -2.8234 -0.1 0.5 0.2
O -2.1010 -3.3310 -0.8002 -2.6 0.6 1.6
O -1.2751 0.8204 -1.0236 -5.6 -4.7 5.3
O -1.9116 -1.0036 0.6187 -1.6 3.0 -2.2
N 1.3997 1.8151 -4.8702 0.0 -0.3 -0.1
N 1.8143 -0.1097 2.5108 0.1 0.3 -0.1
N -1.5658 -2.7267 -1.8990 5.6 1.0 2.0
C 1.6436 2.3335 4.6218 -0.4 0.1 0.2
C 3.7597 1.8328 -2.3803 0.1 -0.4 -0.1
C -4.2085 -0.3589 1.0231 -0.1 -1.1 2.5
C -5.7881 -0.5398 1.4231 -0.2 1.5 0.6
C 4.2055 0.9115 -6.1987 0.2 0.2 -0.4
C 1.2232 0.5179 -4.2086 0.3 0.5 0.4
C 0.5064 0.5039 2.2542 0.1 0.0 0.3
C 2.9180 0.5188 1.7770 0.2 -0.5 0.5
C 0.3233 1.9823 2.6515 -0.4 -0.3 0.0
C -3.1045 -2.4798 2.3098 0.2 0.7 0.4
C 4.2825 0.0461 2.3039 -0.3 0.6 -0.3
C 1.8033 0.5310 -2.7851 -0.2 -0.5 -0.5
C -6.3562 0.4987 2.3719 1.3 -1.4 -0.6
C -3.2296 -1.6675 0.8913 1.4 -0.2 -0.5
C -3.8114 0.5240 -0.2999 -0.1 -1.2 1.1
C -3.3559 -2.6690 -0.4021 -2.5 -0.6 -0.1
C -4.4264 -3.3805 2.7063 -0.5 0.9 1.7
C 2.0211 0.8840 -7.1866 -0.1 0.4 -0.3
C 4.4912 -0.4086 4.6354 0.1 0.4 0.0
C 1.1288 1.7871 -6.3119 0.4 0.1 0.1
C -4.9027 -2.8287 4.2110 0.4 0.9 -1.1
C -2.1796 0.1612 -0.2886 2.9 2.3 -3.0
H -5.9393 -3.2541 4.5478 2.2 0.6 -0.6
H 5.2337 0.8380 -6.5664 -0.2 0.0 -0.1
H -0.6777 2.2822 2.3187 0.1 0.0 0.1
H 3.9157 -0.0630 -5.7948 -0.1 0.1 0.0
H -0.2285 -0.0883 2.8134 0.0 0.1 -0.1
H 1.2418 2.8184 -6.6684 0.0 -0.2 -0.1
H 0.2622 0.3839 1.1922 0.1 0.1 0.1
H 3.5642 2.6208 -3.1106 -0.1 0.2 0.1
H 1.9686 -0.1724 -6.9020 0.1 0.0 0.2
H 3.3448 2.1119 -1.4075 0.0 0.1 0.0
H 4.8606 0.0452 5.5589 0.0 0.0 -0.2
H 3.4685 -0.7493 4.8097 0.0 -0.2 0.0
H -3.7425 0.1988 1.9638 -0.9 -0.9 -1.8
H -4.0259 -2.9993 4.9676 -1.9 0.1 -1.4
H 4.8428 1.7271 -2.2755 -0.1 -0.1 0.0
H 2.3565 2.1280 -4.7350 -0.2 -0.1 0.0
H -6.8768 1.4825 1.9987 -0.6 -2.9 1.0
H 1.6254 0.9349 -8.2081 0.1 0.1 0.1
H -2.9429 -1.6562 3.1587 -0.4 -1.9 -1.9
H -5.0070 -1.6502 4.0734 0.1 -2.5 0.4
H -6.5113 -1.3865 1.0501 1.4 2.5 -0.9
H 0.0783 1.5152 -6.4686 0.1 -0.1 0.0
H -5.3374 -3.2570 1.9824 2.0 -0.4 1.2
H 0.1548 0.2809 -4.1614 0.1 0.0 0.0
H 4.3690 -1.0464 2.2772 -0.1 0.1 0.2
H 1.0191 2.6525 2.1355 0.2 -0.1 0.1
H -4.1522 -3.5006 -0.1014 1.8 1.6 -0.8
H 1.3726 1.3381 -2.1812 0.1 0.0 -0.2
H 2.8880 1.6070 1.8742 0.2 0.2 -0.1
H 1.9974 1.3598 4.9539 0.3 -0.1 0.0
H -3.7635 -2.1028 -1.3469 0.8 -1.0 1.9
H 1.7275 -0.2791 -4.7609 0.0 -0.3 0.1
H -4.0693 1.6878 -0.2367 0.9 -2.8 -0.1
H -6.1800 0.2674 3.5272 1.0 1.8 -2.5
H -4.3896 0.0026 -1.1747 1.5 1.3 1.3
H 2.0017 -0.0478 3.5071 0.0 0.0 -0.2
H 2.8334 0.2659 0.7146 0.0 0.0 0.0
H 4.1998 1.6691 -5.4180 0.0 -0.1 0.3
H 2.3576 2.7894 3.9296 0.0 -0.1 0.0
H 1.5738 2.9691 5.5099 -0.1 0.0 -0.1
H 5.0627 0.4520 1.6510 -0.1 0.0 0.0
H 5.1329 -1.2593 4.3887 -0.1 0.0 0.0
H 1.5434 -0.4156 -2.2991 0.0 0.1 0.0
```
Forces are in eV/Å.

Results
HOMO-LUMO gap = 6.5 eV
Total charge = 0
SMILES = C=C[C@@H]1CC(=O)O[C@@]1(CON=O)[C@H](Cl)[C@H](C)Cl.COCCNCCOC.COCCNCCOC
Energy = -69390.971 eV
E_LUMO = -1.894 eV

Here are the Mulliken charges for atoms 1 to 2, given in e:
1 Cl -0.106
2 Cl -0.173

=====

3 unconnected molecules or ions with the total composition C22H43Cl2N4O4, computed with ωB97M-V with the def2-TZVPD basis set.

Geometry as XYZ:
```
75
Properties=species:S:1:pos:R:3:forces:R:3
Cl 0.9719 2.2188 0.3790 0.0 0.0 0.2
Cl 0.2879 2.0928 -3.0539 0.1 0.0 -0.4
O 3.7759 3.1496 -1.6068 0.0 -0.2 -0.5
O -4.6742 -1.3466 -0.6970 0.1 0.0 0.4
O -2.9652 -5.6402 4.0587 0.4 -0.2 -0.1
O -3.1315 0.0800 -0.7884 -0.2 -0.4 -0.1
N -4.4214 -0.1807 -0.6014 0.1 0.1 -0.4
N -1.6567 2.0053 -1.0810 0.1 -0.6 0.8
N 4.3754 4.1547 -2.1401 -0.2 0.0 1.4
N -3.3354 -5.6754 2.8268 -0.9 0.4 1.0
C -3.5687 -4.2906 2.2819 0.3 0.3 -0.8
C 2.0994 5.0998 -2.0397 0.0 -0.1 0.1
C -4.9561 -3.7932 2.6941 -0.2 -0.1 0.2
C -3.4406 -4.2334 0.7525 0.0 -0.1 -0.1
C 6.0422 4.7190 -0.3814 -0.1 0.1 0.2
C -4.3973 -6.7141 2.6175 0.0 -0.6 -0.7
C -4.4009 -7.2360 1.1719 0.1 0.1 -0.1
C 0.4059 0.7937 -0.5777 0.5 0.4 -0.3
C -5.7691 -6.1462 2.9999 -0.1 0.3 0.1
C 6.3387 2.7091 -1.8474 -0.1 -0.1 0.1
C -2.4940 -3.3598 2.8326 0.0 0.0 0.2
C 3.8849 6.4709 -2.9878 0.2 -0.1 -0.1
C 5.8351 4.1477 -1.7863 0.6 0.2 -0.6
C 5.3553 6.0675 -0.1767 -0.1 0.0 -0.1
C -2.9273 1.5368 -1.2931 -0.1 1.0 -0.2
C -0.6786 1.2049 -1.5717 -0.7 0.1 0.5
C -4.0948 -7.9264 3.4917 0.0 0.0 0.2
C 6.6795 4.9423 -2.7972 0.0 0.1 0.0
C -6.0674 -4.7883 2.3691 0.1 0.0 0.0
C 1.6238 0.1074 -1.1865 -0.2 -0.2 -0.1
C 3.5862 5.4139 -1.9121 -0.2 0.6 -0.6
C 3.8687 5.9606 -0.5090 0.2 -0.1 0.2
H 3.3831 6.9342 -0.4135 0.0 0.0 0.0
H -0.0796 0.1619 0.1616 -0.2 0.0 -0.1
H 1.3522 -0.3053 -2.1591 0.0 -0.1 0.0
H -2.5772 -4.8034 0.4051 0.0 0.0 0.0
H 6.6522 6.0174 -2.6373 0.0 0.0 0.0
H 3.3923 5.2999 0.2218 0.0 -0.1 -0.1
H 2.4216 0.8252 -1.3530 0.0 0.0 0.0
H -4.3262 -4.5793 0.2250 0.0 0.0 0.0
H -2.6163 -2.3795 2.3721 0.0 0.0 0.0
H -3.5475 -7.8962 1.0097 0.0 0.0 0.0
H 5.6466 4.0090 0.3514 0.0 0.0 -0.1
H -5.8127 -6.0435 4.0892 0.1 0.0 0.0
H 4.9381 6.6256 -3.1957 0.0 0.0 0.1
H -5.1379 -2.8395 2.1940 0.0 0.0 0.0
H -1.0418 0.2834 -2.0484 0.3 0.0 -0.2
H 1.8791 4.6155 -2.9898 0.0 0.0 0.0
H 1.9771 -0.7028 -0.5475 0.1 0.1 0.1
H -3.3035 -3.1979 0.4452 0.0 0.0 0.0
H -2.5687 -3.2436 3.9111 0.0 -0.1 0.0
H 5.8690 2.0846 -1.0924 -0.1 0.0 0.0
H 1.5475 6.0419 -1.9910 0.0 0.0 0.0
H -4.3590 -6.4613 0.4168 -0.1 0.0 0.0
H -7.0159 -4.4098 2.7555 0.0 0.0 0.0
H 7.7239 4.6434 -2.6966 0.0 -0.1 0.0
H 6.1417 2.2704 -2.8263 0.0 0.0 0.0
H -4.9607 -3.5971 3.7716 0.1 0.0 0.0
H 1.7384 4.4465 -1.2504 0.0 -0.1 0.0
H -5.3114 -7.8122 0.9990 0.0 -0.1 0.1
H -1.4971 -3.7317 2.5935 0.0 0.0 0.0
H -6.1942 -4.8879 1.2878 0.0 0.0 0.0
H 6.3639 4.7301 -3.8195 0.0 0.0 0.0
H -3.0853 -8.2954 3.3100 0.0 0.0 0.0
H -3.2755 1.4771 -2.3411 0.1 -0.4 0.0
H -3.6520 2.1198 -0.7220 -0.1 -0.1 0.0
H -4.8050 -8.7167 3.2390 0.0 0.0 0.0
H 7.4165 2.7076 -1.6739 0.0 0.0 0.0
H -4.1912 -7.7019 4.5509 0.0 0.0 0.0
H 5.4740 6.3769 0.8642 0.0 0.0 0.0
H 7.1174 4.8020 -0.1976 0.0 0.0 0.0
H 3.4044 6.1899 -3.9258 0.0 0.0 0.0
H 3.4724 7.4303 -2.6718 -0.1 0.0 0.0
H -6.5347 -6.8753 2.7233 0.0 0.0 0.0
H 5.8301 6.8440 -0.7848 0.0 0.0 0.0
```
Forces are in eV/Å.

Results
HOMO-LUMO gap (spin up / spin down) = 6.5 / 6.3 eV
Total charge = -1
Multiplicity = 3
Energy = -62701.993 eV
E_LUMO (spin up / spin down) = 2.449 / 2.298 eV

Here are the Mulliken charges for atoms 1 to 2, given in e:
1 Cl -0.205
2 Cl -0.359